The following is a quantum chemistry calculation of a cluster of 3 separate species, C14H27F2N4O2 in total in a non-equilibrium geometry, from OMol25.

Summary:
Calculated total energy: -30441.281 eV
HOMO-LUMO gap: 9.126 eV
HOMO level: -11.6 eV
Net charge: +1

Structure (XYZ):
```
49
C14H27F2N4O2 wB97M-V/def2-TZVPD
C -1.68 1.94 -0.40
C -0.43 2.77 0.00
C -0.15 2.81 1.52
F -1.28 2.64 2.29
C 0.85 1.71 1.86
N 2.01 1.74 2.45
C 2.56 0.45 2.50
C 1.64 -0.32 1.90
C 1.59 -1.80 1.59
C 2.35 -2.03 0.25
F 3.69 -2.15 0.58
N 0.57 0.46 1.48
H -2.39 2.61 -0.91
H -2.20 1.45 0.44
H -1.38 1.17 -1.12
H -0.51 3.78 -0.42
H 0.44 2.29 -0.47
H 0.29 3.77 1.82
H 2.46 2.58 2.81
H 3.50 0.11 2.92
H 0.56 -2.13 1.46
H 2.04 -2.41 2.38
H 2.19 -1.12 -0.35
H 1.98 -2.92 -0.28
H -0.25 0.11 1.01
C 4.01 -5.96 0.57
C 3.20 -5.60 -0.65
O 2.28 -4.78 -0.60
N 3.50 -6.21 -1.81
C 4.54 -7.20 -2.06
H 3.64 -5.39 1.42
H 3.91 -7.02 0.80
H 5.06 -5.71 0.41
H 2.92 -5.93 -2.58
H 5.22 -6.81 -2.82
H 4.08 -8.11 -2.44
H 5.10 -7.43 -1.17
C -5.32 3.55 -0.46
C -4.44 4.66 -0.98
O -3.22 4.64 -0.86
N -5.04 5.70 -1.60
C -6.46 5.91 -1.84
H -4.70 2.80 0.01
H -6.01 3.94 0.29
H -5.88 3.09 -1.27
H -4.39 6.40 -1.93
H -6.62 6.00 -2.92
H -6.76 6.85 -1.36
H -7.06 5.10 -1.45
```



The following is a quantum chemistry calculation of the ion C14H27FN5O5S with charge +1 in a non-equilibrium geometry, from OMol25.

Summary:
Calculated total energy: -46188.608 eV
HOMO-LUMO gap: 9.626 eV
HOMO level: -12.8 eV
Net charge: +1

Structure (XYZ):
```
53
C14H27FN5O5S wB97M-V/def2-TZVPD
C 1.73 2.08 3.73
C 0.44 2.53 3.05
N 0.03 1.72 1.88
N 0.90 0.64 1.54
C 1.88 1.06 0.50
O 1.29 1.10 -0.78
C 0.84 -0.17 -1.22
C 1.96 -1.21 -1.30
C 1.53 -2.52 -1.85
O 2.03 -3.04 -2.78
F 0.53 -3.15 -1.20
N 0.15 -0.02 -2.46
C 0.76 0.06 -3.59
C 1.90 1.00 -3.90
C 0.27 -0.77 -4.74
N -0.22 -0.55 -0.25
C 0.05 -0.37 1.06
N -0.56 -1.12 1.94
C -0.35 -0.95 3.38
C -1.53 -2.13 1.48
C -2.66 -1.52 0.60
C -3.01 -0.06 0.95
S -3.12 1.08 -0.44
O -4.39 1.72 -0.39
O -1.97 1.95 -0.40
O -3.05 0.25 -1.78
H 1.65 1.10 4.20
H 2.56 2.08 3.03
H 1.96 2.81 4.50
H -0.36 2.49 3.79
H 0.58 3.56 2.75
H -0.19 2.29 1.07
H 2.78 0.46 0.59
H 2.16 2.08 0.73
H 2.36 -1.39 -0.30
H 2.80 -0.85 -1.88
H 2.88 0.61 -3.65
H 1.75 1.91 -3.32
H 1.84 1.28 -4.95
H 1.14 -1.06 -5.33
H -0.28 -1.62 -4.37
H -0.37 -0.14 -5.37
H -0.45 -1.51 -0.47
H -1.00 -1.61 3.93
H 0.68 -1.15 3.65
H -0.57 0.07 3.68
H -1.00 -2.90 0.92
H -1.96 -2.65 2.33
H -3.56 -2.11 0.77
H -2.42 -1.67 -0.44
H -3.99 -0.03 1.41
H -2.31 0.43 1.62
H -2.13 -0.05 -1.92
```



The following is a quantum chemistry calculation of a structure of composition C14H27GeO5OsSeSi3, from OMol25.

Summary:
Spin multiplicity: 2
Calculated total energy: -173156.651 eV
HOMO-LUMO gap (spin up / spin down): 6.439 / 6.688 eV
HOMO level (spin up / spin down): -8.9 / -9.0 eV
Net charge: 0

Structure (XYZ):
```
52
C14H27GeO5OsSeSi3 wB97M-V/def2-TZVPD
Os -0.41 -2.41 -0.13
O 4.31 -4.01 3.45
C 3.40 -3.68 2.75
C 1.99 -3.27 3.23
O 1.61 -3.21 4.37
C 1.28 -2.97 1.98
C 2.06 -3.14 0.88
O 1.50 -2.88 -0.29
C 3.41 -3.60 1.20
O 4.34 -3.84 0.48
O 0.05 -2.52 1.79
C 3.05 0.01 -0.66
Si 1.52 0.62 -1.55
C 1.59 2.49 -1.61
C 1.47 -0.08 -3.29
Ge -0.52 0.10 -0.39
Si -0.63 0.93 1.85
C 1.05 0.77 2.67
C -1.93 -0.01 2.82
C -1.11 2.74 1.76
Si -2.46 0.72 -1.66
C -2.56 -0.15 -3.32
C -2.36 2.57 -1.99
C -3.98 0.38 -0.62
H 3.92 0.48 -1.12
H 3.17 -1.07 -0.75
H 3.05 0.27 0.40
H 2.48 2.81 -2.16
H 1.65 2.92 -0.61
H 0.71 2.93 -2.10
H 2.45 0.06 -3.77
H 0.73 0.44 -3.90
H 1.24 -1.14 -3.31
H 1.43 -0.25 2.63
H 0.99 1.07 3.71
H 1.79 1.42 2.18
H -1.79 -1.09 2.75
H -2.93 0.24 2.46
H -1.87 0.27 3.87
H -0.45 3.32 1.11
H -1.07 3.19 2.76
H -2.13 2.86 1.39
H -1.76 0.20 -3.98
H -3.51 0.07 -3.79
H -2.46 -1.24 -3.24
H -1.54 2.81 -2.68
H -2.21 3.15 -1.08
H -3.29 2.90 -2.46
H -4.01 -0.65 -0.24
H -4.89 0.55 -1.20
H -4.00 1.05 0.24
Se -2.34 -3.12 -0.83
```



The following is a quantum chemistry calculation of a structure of composition C14H27IrN3OS3, from OMol25.

Summary:
Spin multiplicity: 5
Calculated total energy: -56789.409 eV
HOMO-LUMO gap (spin up / spin down): 8.759 / 4.949 eV
HOMO level (spin up / spin down): -17.5 / -17.5 eV
Net charge: +3

Structure (XYZ):
```
49
C14H27IrN3OS3 wB97M-V/def2-TZVPD
Ir -0.36 -0.24 -0.70
C 4.30 0.29 -0.04
C 3.55 0.81 -1.28
S 1.78 1.27 -1.18
C 1.64 2.38 0.24
C 1.69 1.74 1.62
S 0.64 0.24 1.77
C 1.74 -0.99 2.58
C 3.25 -0.98 2.30
S 3.66 -1.26 0.58
H 4.36 1.01 0.77
H 5.33 0.06 -0.36
H 3.60 0.09 -2.10
H 4.08 1.70 -1.61
H 0.68 2.87 0.08
H 2.40 3.16 0.17
H 1.34 2.46 2.36
H 2.70 1.48 1.90
H 1.30 -1.96 2.34
H 1.64 -0.86 3.66
H 3.69 -1.84 2.83
H 3.76 -0.08 2.64
N 0.65 -2.33 -0.92
C -0.31 -3.46 -0.85
C -1.49 -3.16 -1.76
N -2.06 -1.85 -1.40
H 1.06 -2.32 -1.86
H 1.43 -2.48 -0.29
H -0.65 -3.55 0.18
H 0.17 -4.40 -1.14
H -2.23 -3.96 -1.69
H -1.15 -3.11 -2.80
H -2.69 -1.96 -0.61
H -2.62 -1.48 -2.16
O -1.14 1.39 -2.21
C -2.42 1.99 -1.99
C -2.92 1.61 -0.63
C -4.12 2.16 -0.18
C -4.61 1.81 1.06
C -3.89 0.91 1.83
C -2.71 0.41 1.33
N -2.22 0.75 0.12
H -0.82 1.56 -3.11
H -3.13 1.65 -2.76
H -2.33 3.07 -2.07
H -4.65 2.86 -0.81
H -5.54 2.23 1.42
H -4.23 0.60 2.81
H -2.11 -0.29 1.90
```